C22H30NO4 | ωB97M-V with the def2-TZVPD basis set

The value obtained for the total energy is -32974.079 eV. The SMILES is C/C=C/c1ccc(OC[C@@H](O)C[NH2+]CCc2ccc(OC)cc2)c(OC)c1. The LUMO energy is -2.215 eV. Its charge is +1. As for the energy above the lowest of the compared OMol25 structures with the same formula, charge and spin: 131.6 kJ/mol. The frontier orbital gap comes out at 8.562 eV.

Element x y z (Å)
C (0.010013, -6.006620, 2.859944)
C (0.495918, -4.719610, 2.301408)
C (-0.218475, -3.594063, 2.286299)
C (0.200053, -2.308394, 1.749546)
C (1.497488, -2.047928, 1.308484)
C (1.822872, -0.810825, 0.795213)
C (0.872490, 0.192098, 0.706368)
C (-0.433523, -0.039161, 1.156051)
C (-0.748751, -1.284408, 1.669574)
H (-1.748631, -1.490365, 2.016818)
O (-1.325014, 1.008673, 1.052370)
C (-2.650722, 0.789495, 1.495580)
H (-2.680459, 0.530025, 2.556283)
H (-3.138647, 0.005745, 0.911764)
H (-3.179392, 1.731009, 1.349150)
O (1.224002, 1.411633, 0.114740)
C (1.787970, 2.397083, 0.973130)
H (2.231924, 1.928690, 1.857355)
C (0.741105, 3.451261, 1.398130)
O (1.326019, 4.495767, 2.123386)
H (1.720901, 4.168580, 2.939305)
H (-0.053644, 2.958243, 1.980910)
C (0.124144, 4.112627, 0.152960)
N (-0.610660, 3.123110, -0.653139)
H (-0.002502, 2.251005, -0.657681)
H (-1.466916, 2.835424, -0.166991)
C (-0.919453, 3.513729, -2.041949)
H (0.023640, 3.711216, -2.552962)
H (-1.513525, 4.430025, -2.042818)
C (-1.676685, 2.375967, -2.728487)
C (-1.015630, 1.035373, -2.511451)
C (-1.741805, -0.035782, -2.014408)
C (-1.159609, -1.275724, -1.816329)
C (0.187596, -1.464822, -2.109140)
C (0.924458, -0.388075, -2.611106)
C (0.330520, 0.836635, -2.812470)
H (0.918297, 1.640003, -3.230842)
H (1.963429, -0.547774, -2.847675)
O (0.865049, -2.622249, -1.950941)
C (0.159027, -3.783741, -1.574657)
H (0.894365, -4.585830, -1.577562)
H (-0.266790, -3.688441, -0.571442)
H (-0.632466, -4.018012, -2.292182)
H (-1.762016, -2.085895, -1.438368)
H (-2.792734, 0.089058, -1.794018)
H (-2.701890, 2.336140, -2.355635)
H (-1.728476, 2.595110, -3.796832)
H (0.934563, 4.535239, -0.444810)
H (-0.527941, 4.930438, 0.466602)
H (2.583197, 2.893935, 0.407408)
H (2.820702, -0.606407, 0.440249)
H (2.256060, -2.809942, 1.363527)
H (-1.220575, -3.613858, 2.697229)
H (1.494137, -4.746424, 1.887174)
H (-0.998893, -5.916525, 3.253809)
H (0.673340, -6.338232, 3.658369)
H (0.024349, -6.778133, 2.090376)

Atoms 1-6, force components in eV/Å:
C 0.006 -0.053 0.027
C -0.248 0.255 -0.005
C 0.063 -0.547 0.125
C 0.255 0.536 -0.226
C -0.205 -0.054 0.111
C -0.180 0.292 -0.083

natural (NBO) atomic charge list, values in e, 5 entries:
1. C -0.644
2. C -0.108
3. C -0.244
4. C -0.025
5. C -0.203

---

C22H31AsFN2O2PtS2Si2 | ωB97M-V with the def2-TZVPD basis set

The value obtained for the total energy is -134613.557 eV. The LUMO energy (spin up / spin down) is -2.471 / -6.053 eV. Its charge is +1. Its spin multiplicity is 5. The frontier orbital gap (spin up / spin down) comes out at 5.624 / 4.852 eV.

Element x y z (Å)
Pt (0.706108, 0.172699, -0.478338)
O (-2.004379, -2.538014, -3.049426)
C (-1.369599, -3.686311, -2.748238)
C (-1.918949, -4.868193, -3.241590)
C (-1.313639, -6.076546, -2.972700)
C (-0.144742, -6.141325, -2.207042)
C (0.403312, -4.983198, -1.715526)
C (-0.196092, -3.733855, -1.968396)
C (0.386680, -2.527986, -1.426285)
O (-0.167474, -1.375212, -1.600982)
N (1.541270, -2.612061, -0.735915)
N (1.905464, -1.511091, -0.145134)
C (3.208787, -1.625131, 0.438494)
S (3.813859, -0.446013, 1.530655)
C (5.527966, -0.979950, 1.245841)
C (5.510991, -2.498286, 1.219676)
S (4.145118, -3.049335, 0.152816)
H (-1.504793, -1.803866, -2.651258)
H (-2.817471, -4.804285, -3.839394)
H (-1.750403, -6.985844, -3.364105)
H (0.324405, -7.093878, -2.006338)
H (1.307705, -5.008677, -1.124661)
H (6.144653, -0.594796, 2.055972)
H (5.869223, -0.569357, 0.296091)
H (5.354406, -2.901339, 2.219660)
H (6.436251, -2.902028, 0.811522)
F (3.827416, 4.695264, 1.975051)
C (3.121126, 3.709288, 1.449274)
C (2.234211, 3.017254, 2.277425)
C (1.507546, 1.990297, 1.735611)
C (1.642826, 1.621189, 0.363091)
C (2.558895, 2.382766, -0.430994)
C (3.292130, 3.412898, 0.099815)
H (2.151902, 3.303057, 3.317377)
H (0.822181, 1.433953, 2.362397)
H (2.678357, 2.129546, -1.476758)
H (3.992181, 3.991397, -0.487112)
C (-1.924981, 3.838032, 1.624617)
Si (-1.778096, 3.550570, -0.218242)
C (-0.308110, 4.449486, -0.925281)
C (-3.358475, 3.937721, -1.129916)
As (-1.442703, 1.200737, -0.520649)
Si (-2.870068, -0.107654, 0.896684)
C (-2.040886, 0.022799, 2.570268)
C (-4.554641, 0.693322, 0.843730)
C (-2.890344, -1.867284, 0.294166)
H (-2.076646, 4.910320, 1.779254)
H (-1.018927, 3.551977, 2.159057)
H (-2.773789, 3.318108, 2.069683)
H (-0.485479, 5.524062, -0.827719)
H (-0.161537, 4.230478, -1.983298)
H (0.613594, 4.215606, -0.390678)
H (-3.626969, 4.986807, -0.986866)
H (-4.192561, 3.330949, -0.775536)
H (-3.244068, 3.766168, -2.201199)
H (-2.070883, 1.033394, 2.979740)
H (-1.002258, -0.308775, 2.515478)
H (-2.559426, -0.639292, 3.269114)
H (-4.562743, 1.668508, 1.332862)
H (-5.274785, 0.056838, 1.363261)
H (-4.909237, 0.818397, -0.180347)
H (-1.903661, -2.327238, 0.360502)
H (-3.242215, -1.957681, -0.733755)
H (-3.567536, -2.439382, 0.934493)

Atoms 1-6, force components in eV/Å:
Pt 0.132 -0.326 -0.116
O -0.040 -0.071 -0.023
C -0.063 0.013 -0.017
C 0.022 0.002 0.007
C 0.006 0.019 0.010
C -0.004 0.016 -0.003

natural (NBO) atomic charge list, values in e, 5 entries:
1. Pt 0.690
2. O -0.660
3. C 0.363
4. C -0.279
5. C -0.133

---

C22H31BEuN6O | ωB97M-V with the def2-TZVPD basis set

The value obtained for the total energy is -54309.597 eV. The LUMO energy (spin up / spin down) is -0.122 / -0.127 eV. Its charge is 0. Its spin multiplicity is 8. As for the energy above the lowest of the compared OMol25 structures with the same formula, charge and spin: 423.3 kJ/mol. The frontier orbital gap (spin up / spin down) comes out at 5.948 / 6.173 eV.

Element x y z (Å)
H (-0.610772, 3.913011, -0.535160)
N (-0.213223, 2.364996, -1.938997)
B (0.577534, 0.941386, -3.958516)
N (0.492060, 2.249540, -3.104946)
C (1.012231, 3.453322, -3.360082)
Eu (-1.007988, -0.710529, -0.906145)
H (1.583139, 3.621878, -4.269320)
C (0.643688, 4.329908, -2.361518)
H (0.879507, 5.383488, -2.299682)
C (-0.132468, 3.623157, -1.459686)
H (1.010334, 1.177111, -5.051053)
C (-1.200329, -3.066337, -0.630363)
H (-1.140592, -3.479748, 0.376346)
H (-0.362730, -3.420001, -1.258203)
H (-2.170663, -3.226314, -1.131529)
N (-0.858647, 0.364180, -4.046749)
N (1.514488, -0.099599, -3.248393)
N (-1.522365, -0.046589, -2.866738)
N (1.167945, -0.590895, -1.987573)
C (-1.641934, 0.115640, -5.101058)
C (2.642090, -0.705189, -3.665841)
H (-1.288408, 0.337506, -6.093036)
H (3.063768, -0.468019, -4.628163)
C (-2.828929, -0.464414, -4.668244)
C (3.056116, -1.610389, -2.685798)
C (-2.727584, -0.560803, -3.281372)
C (2.101310, -1.518180, -1.656913)
H (-3.651408, -0.794556, -5.273311)
H (3.915126, -2.253556, -2.713949)
H (-3.416930, -0.982344, -2.554686)
H (2.033574, -2.075078, -0.719787)
H (-0.879875, 1.665552, -1.624245)
C (0.812345, 2.747297, 1.958963)
C (-0.513415, 2.428024, 2.649779)
C (-1.694639, 2.580042, 1.688734)
C (-0.468196, 1.069748, 3.337163)
C (-0.591464, 0.968314, 4.710381)
C (-0.438626, -0.250229, 5.368074)
C (-0.080849, -1.382250, 4.640939)
C (0.037966, -1.337188, 3.261282)
C (0.535715, -2.568288, 2.510443)
C (1.995522, -2.880917, 2.855790)
C (-0.325229, -3.791575, 2.827005)
C (-0.307764, -0.125523, 2.564008)
O (-0.499593, -0.127088, 1.284055)
H (1.002818, 2.031716, 1.151589)
H (1.643839, 2.685083, 2.668417)
H (0.801629, 3.757476, 1.539178)
H (-0.649522, 3.153488, 3.462098)
H (-1.418017, 2.273180, 0.674116)
H (-2.547323, 1.979047, 2.015232)
H (-2.009188, 3.628599, 1.654274)
H (-0.803201, 1.870555, 5.285830)
H (-0.566224, -0.311849, 6.447340)
H (0.115943, -2.322966, 5.160191)
H (0.462539, -2.358378, 1.436913)
H (2.097672, -3.103701, 3.926501)
H (2.343485, -3.751121, 2.285770)
H (2.643763, -2.029112, 2.619652)
H (-1.377311, -3.595265, 2.594105)
H (0.006688, -4.653915, 2.236482)
H (-0.247446, -4.051334, 3.890411)

Atoms 1-6, force components in eV/Å:
H 0.002 -0.103 -0.168
N 0.500 1.026 -0.204
B 0.195 -1.172 0.344
N -0.614 0.352 0.631
C -0.095 -0.477 -0.271
Eu 0.645 -1.056 5.684

Mulliken atomic charge list, values in e, 5 entries:
1. H 0.564
2. N 0.528
3. B 0.182
4. N -0.265
5. C -0.045

---

C22H31BN2O10S2 | ωB97M-V with the def2-TZVPD basis set

The value obtained for the total energy is -69110.991 eV. The SMILES is Cc1cnc2cc(COc3ccccc3)c(OB(O)O)cc2n1.CCOS(C)(=O)=O.CCOS(C)(=O)=O. The LUMO energy is -0.696 eV. Its charge is 0. The frontier orbital gap comes out at 7.718 eV.

Element x y z (Å)
C (6.128302, -3.077117, -1.170797)
C (4.606346, -2.538070, -1.308028)
C (3.464257, -3.508929, -0.882343)
N (2.070700, -3.203194, -0.892522)
C (1.869651, -1.853524, -1.353083)
C (0.387346, -1.314357, -1.387356)
C (-0.001651, 0.126452, -1.864535)
C (-1.557983, 0.496320, -1.776216)
O (-2.066511, 1.235772, -2.921267)
C (-3.499335, 0.978439, -2.908296)
C (-4.179701, 0.513592, -4.224043)
C (-5.705883, 0.191074, -4.214041)
C (-6.529268, 0.329230, -2.907111)
C (-5.882225, 0.828058, -1.556658)
C (-4.345345, 1.149726, -1.582759)
C (1.137634, 1.087954, -2.381849)
O (0.735919, 2.379916, -2.837417)
B (1.399250, 2.742252, -4.077316)
O (2.049132, 4.056144, -4.085952)
O (1.456385, 1.858619, -5.204692)
C (2.588085, 0.550148, -2.340986)
C (2.991392, -0.891162, -1.817205)
N (4.394289, -1.217496, -1.806441)
H (6.464852, -3.705935, -2.061966)
H (6.827664, -2.219276, -0.893997)
H (6.104360, -3.785394, -0.251965)
H (3.766296, -4.558553, -0.516263)
H (-0.442086, -2.026457, -1.015509)
H (-1.727914, 0.998754, -0.761991)
H (-2.129475, -0.513570, -1.761042)
H (-3.515506, 0.417790, -5.148823)
H (-6.202277, -0.168016, -5.175058)
H (-7.647927, 0.058158, -2.931807)
H (-6.493687, 0.920933, -0.598501)
H (-3.864904, 1.509838, -0.597370)
H (3.018436, 3.840964, -4.093258)
H (1.597829, 2.339774, -6.048243)
H (3.443079, 1.233381, -2.711053)
O (6.781288, -4.154070, 2.255801)
S (7.139196, -3.770709, 3.596879)
O (8.472203, -3.948844, 4.108980)
O (6.089206, -4.437867, 4.632356)
C (5.898052, -5.851431, 4.591871)
C (7.047788, -6.589647, 5.251587)
C (6.663185, -2.084413, 3.853026)
H (5.746880, -6.192018, 3.563300)
H (4.975944, -6.062233, 5.139611)
H (7.970833, -6.472087, 4.679453)
H (6.830032, -7.657627, 5.323964)
H (7.236246, -6.195444, 6.253379)
H (5.639172, -1.948658, 3.506738)
H (7.341348, -1.454742, 3.276332)
H (6.750481, -1.850526, 4.913698)
O (-7.397182, 2.921573, 1.252893)
S (-7.690375, 4.206475, 1.832298)
O (-8.557006, 5.154109, 1.183020)
O (-6.299063, 4.943540, 2.206898)
C (-5.320257, 5.111161, 1.181391)
C (-5.687650, 6.240839, 0.237714)
C (-8.268013, 3.965784, 3.488941)
H (-5.166100, 4.174741, 0.636906)
H (-4.377772, 5.352960, 1.679507)
H (-6.579722, 5.994453, -0.342472)
H (-4.873709, 6.438251, -0.463467)
H (-5.907285, 7.154661, 0.795662)
H (-7.594161, 3.281641, 4.003361)
H (-9.269069, 3.537041, 3.434507)
H (-8.304016, 4.930850, 3.993625)

Atoms 1-6, force components in eV/Å:
C -1.500 -0.234 1.238
C -0.960 0.937 -0.591
C -1.212 1.772 -0.497
N 4.889 2.682 -1.233
C -1.081 1.454 -0.384
C 1.282 2.919 -1.118

natural (NBO) atomic charge list, values in e, 5 entries:
1. C -0.668
2. C 0.197
3. C -0.021
4. N -0.362
5. C 0.069